No. 1
{
  "formula": "C28H56O14",
  "method": "ωB97M-V with the def2-TZVPD basis set",
  "symbols": ["C", "C", "O", "C", "C", "O", "H", "H", "H", "H", "H", "H", "H", "H", "C", "C", "O", "C", "C", "O", "H", "H", "H", "H", "H", "H", "H", "H", "C", "C", "O", "C", "C", "O", "H", "H", "H", "H", "H", "H", "H", "H", "C", "C", "O", "C", "C", "O", "H", "H", "H", "H", "H", "H", "H", "H", "C", "C", "O", "C", "C", "O", "H", "H", "H", "H", "H", "H", "H", "H", "C", "C", "O", "C", "C", "O", "H", "H", "H", "H", "H", "H", "H", "H", "C", "C", "O", "C", "C", "O", "H", "H", "H", "H", "H", "H", "H", "H"],
  "xyz": [[44.02, 24.18, 5.23], [43.20, 22.80, 5.05], [42.60, 22.34, 6.22], [42.05, 21.21, 6.32], [41.34, 21.02, 7.62], [42.05, 20.32, 5.47], [45.14, 24.05, 5.61], [43.45, 25.03, 5.62], [44.37, 24.73, 4.28], [42.42, 22.99, 4.33], [43.80, 21.95, 4.71], [41.81, 20.62, 8.45], [40.49, 20.22, 7.48], [40.84, 21.80, 7.89], [39.65, 29.21, 10.51], [39.55, 28.00, 11.46], [38.31, 27.45, 11.12], [37.88, 26.35, 11.67], [36.48, 25.91, 11.00], [38.32, 25.85, 12.71], [38.81, 30.00, 10.54], [39.78, 28.68, 9.39], [40.52, 30.00, 10.62], [40.44, 27.34, 11.47], [39.52, 28.22, 12.52], [36.78, 24.71, 10.85], [36.44, 26.59, 10.04], [36.00, 26.10, 11.83], [42.87, 22.83, 13.54], [41.97, 22.60, 14.83], [40.68, 23.22, 14.64], [39.82, 23.17, 15.77], [38.51, 23.76, 15.29], [40.07, 22.79, 16.86], [43.97, 22.28, 13.73], [43.10, 23.88, 13.54], [42.62, 22.46, 12.45], [41.76, 21.56, 14.81], [42.77, 22.82, 15.67], [38.49, 24.87, 15.65], [37.57, 23.48, 15.90], [38.28, 23.50, 14.18], [38.57, 22.67, 5.36], [37.78, 22.19, 6.47], [36.43, 22.29, 6.30], [35.66, 23.29, 6.54], [34.23, 23.10, 6.28], [36.14, 24.42, 6.78], [39.47, 22.98, 5.42], [38.34, 23.77, 4.88], [38.57, 21.97, 4.43], [37.96, 21.23, 6.90], [38.02, 22.52, 7.40], [33.65, 23.96, 6.50], [33.81, 22.37, 6.99], [33.88, 22.80, 5.37], [48.30, 22.40, 7.72], [47.66, 23.50, 8.44], [46.26, 23.36, 8.44], [45.48, 24.17, 9.07], [44.01, 23.90, 9.03], [45.92, 25.16, 9.69], [47.83, 22.37, 6.62], [48.08, 21.44, 8.19], [49.33, 22.55, 7.53], [47.82, 23.48, 9.40], [47.99, 24.47, 8.17], [43.44, 24.12, 8.13], [43.42, 24.37, 9.81], [43.92, 22.79, 9.06], [39.22, 21.99, 11.11], [40.18, 23.18, 10.94], [39.65, 23.70, 9.74], [40.14, 24.86, 9.25], [39.34, 25.48, 8.06], [41.00, 25.57, 9.77], [39.44, 21.34, 11.85], [39.31, 21.12, 10.40], [38.08, 22.39, 11.45], [40.17, 23.82, 11.70], [40.96, 22.73, 10.85], [39.43, 24.73, 7.30], [39.61, 26.56, 7.68], [38.33, 25.31, 8.24], [38.75, 17.55, 11.81], [39.52, 18.05, 13.03], [38.72, 18.84, 13.86], [39.25, 19.41, 14.92], [38.14, 20.06, 15.78], [40.37, 19.59, 15.23], [37.90, 16.82, 12.08], [39.31, 17.03, 11.11], [38.29, 18.48, 11.26], [39.90, 17.06, 13.68], [40.25, 18.70, 12.76], [38.47, 20.32, 16.73], [37.37, 19.49, 16.03], [37.58, 20.75, 15.15]],
  "charge": 0,
  "lumo_energy_ev": 0.34,
  "smiles": "CCOC(C)=O.CCOC(C)=O.CCOC(C)=O.CCOC(C)=O.CCOC(C)=O.CCOC(C)=O.CCOC(C)=O",
  "gap_ev": 10.245
}



No. 2
{
  "formula": "C2H6N3S2",
  "method": "ωB97M-V with the def2-TZVPD basis set",
  "symbols": ["C", "C", "N", "N", "N", "S", "S", "H", "H", "H", "H", "H", "H"],
  "xyz": [[-0.08, 0.75, 1.10], [0.39, 1.68, 1.88], [-0.23, -3.28, -0.25], [0.81, 2.65, 2.50], [-1.35, -3.23, -0.04], [-2.82, -3.11, 0.33], [0.61, -0.62, -3.57], [-0.04, -0.08, 0.35], [0.78, -0.23, -4.78], [0.63, 2.71, 3.53], [1.70, 3.13, 2.16], [-0.77, 1.49, 0.62], [0.36, -1.84, -3.83]],
  "charge": 1,
  "lumo_energy_ev": -4.63,
  "gap_ev": 7.620
}



No. 3
{
  "formula": "C10H14INOS",
  "method": "ωB97M-V with the def2-TZVPD basis set",
  "symbols": ["C", "C", "C", "C", "C", "C", "C", "C", "C", "C", "N", "O", "S", "I", "H", "H", "H", "H", "H", "H", "H", "H", "H", "H", "H", "H", "H", "H"],
  "xyz": [[2.23, 0.52, 2.84], [1.31, 0.06, 3.80], [1.93, 0.40, 1.52], [0.20, -0.56, 3.34], [0.72, -0.11, 1.03], [-0.15, -0.69, 1.98], [-0.80, 1.90, -1.08], [-0.22, 2.66, -2.23], [-1.30, -2.44, -2.12], [-0.97, -2.55, -0.64], [-1.33, -1.25, 1.57], [-3.33, -1.54, 0.11], [-1.94, -1.04, 0.00], [-1.58, -4.30, 0.33], [3.09, 1.06, 3.01], [1.38, 0.24, 4.80], [2.63, 0.96, 0.73], [-0.62, -0.92, 3.89], [0.44, 0.07, 0.03], [-1.46, 2.44, -0.39], [0.41, 2.12, -2.91], [-1.35, 2.82, -2.65], [0.24, 3.56, -2.12], [-1.28, -3.39, -2.64], [-2.28, -1.77, -2.23], [-0.59, -1.82, -2.62], [0.14, -2.34, -0.61], [-1.93, -1.37, 2.38]],
  "charge": 0,
  "lumo_energy_ev": [-0.37, -0.34],
  "gap_ev": [7.533, 7.546]
}



No. 4
{
  "formula": "C6H10O",
  "method": "ωB97M-V with the def2-TZVPD basis set",
  "symbols": ["C", "C", "O", "C", "C", "C", "C", "H", "H", "H", "H", "H", "H", "H", "H", "H", "H"],
  "xyz": [[1.71, 0.67, -0.90], [0.29, 0.19, -0.99], [0.20, -1.22, -0.71], [-1.00, -1.47, -0.03], [-1.31, -0.20, 0.74], [-0.16, 0.35, 1.53], [-0.55, 0.86, 0.05], [2.26, -0.35, -1.19], [2.19, 0.78, 0.08], [2.10, 1.46, -1.52], [-0.09, 0.39, -2.00], [-1.81, -1.69, -0.74], [-0.84, -2.35, 0.61], [-2.33, -0.03, 1.06], [0.63, -0.35, 1.81], [-0.40, 1.07, 2.31], [-0.89, 1.88, -0.12]],
  "charge": 0,
  "lumo_energy_ev": 1.14,
  "smiles": "C[C@H]1OC[C@H]2C[C@H]21",
  "gap_ev": 10.819
}



No. 5
{
  "formula": "C3H6N2OS",
  "method": "ωB97M-V with the def2-TZVPD basis set",
  "symbols": ["O", "C", "C", "N", "N", "C", "S", "H", "H", "H", "H", "H", "H"],
  "xyz": [[1.18, -1.53, -0.37], [1.33, -0.31, 0.38], [0.90, 0.98, -0.17], [-0.30, 1.40, -0.30], [-1.45, 0.85, 0.01], [-1.93, -0.37, -0.10], [-3.58, -0.45, -0.03], [2.24, -1.77, -0.79], [0.81, -0.49, 1.42], [2.36, -0.47, 0.84], [1.74, 1.80, -0.34], [-2.25, 1.47, -0.19], [-1.06, -1.10, -0.36]],
  "charge": 0,
  "lumo_energy_ev": -0.24,
  "smiles": "OC/C=N\\NC=S",
  "gap_ev": 8.522
}



No. 6
{
  "formula": "C22H35MnNO3P2S",
  "method": "ωB97M-V with the def2-TZVPD basis set",
  "symbols": ["P", "P", "C", "C", "H", "H", "H", "H", "C", "H", "H", "H", "C", "H", "H", "H", "C", "H", "H", "H", "C", "H", "H", "H", "Mn", "C", "C", "C", "C", "C", "C", "C", "C", "C", "H", "H", "H", "H", "H", "H", "H", "H", "H", "H", "H", "H", "H", "H", "H", "O", "C", "N", "S", "O", "O", "C", "C", "C", "C", "C", "C", "H", "H", "H", "H"],
  "xyz": [[-0.27, -2.05, -2.95], [0.30, 1.46, -3.10], [-0.41, -0.95, -4.48], [0.41, 0.34, -4.55], [-1.49, -0.83, -4.70], [0.01, -1.60, -5.25], [1.49, 0.20, -4.77], [-0.02, 0.96, -5.35], [-1.36, 2.18, -3.51], [-1.67, 2.89, -2.74], [-2.11, 1.39, -3.66], [-1.20, 2.69, -4.46], [1.34, 2.92, -3.41], [0.91, 3.39, -4.30], [2.37, 2.61, -3.60], [1.26, 3.59, -2.55], [-1.15, -3.52, -3.56], [-1.03, -4.34, -2.84], [-0.64, -3.78, -4.50], [-2.21, -3.27, -3.78], [1.43, -2.61, -3.39], [2.15, -1.79, -3.49], [1.32, -3.05, -4.39], [1.79, -3.42, -2.73], [0.82, -1.43, 2.16], [0.54, 1.97, -0.40], [-0.79, 1.70, -0.31], [-1.67, 0.62, -0.91], [-1.85, -0.90, -0.67], [-0.68, -1.85, -1.24], [0.66, -1.56, -0.49], [1.26, -0.34, -1.11], [1.67, 0.91, -0.34], [0.68, -3.03, 3.30], [0.86, 3.00, -0.20], [-1.35, 2.32, 0.39], [-1.51, 0.61, -1.99], [-2.68, 1.06, -0.77], [-2.27, -1.07, 0.34], [-2.69, -1.22, -1.31], [-0.99, -2.88, -1.02], [1.34, -2.39, -0.77], [0.44, 0.02, -1.76], [2.04, -0.61, -1.83], [1.98, 0.65, 0.69], [2.60, 1.37, -0.74], [1.59, -2.86, 3.90], [0.76, -3.78, 2.49], [-0.28, -2.99, 3.84], [-2.08, -0.06, 3.35], [-1.05, 0.41, 3.87], [0.15, 0.37, 3.18], [1.43, 1.16, 3.94], [2.48, 0.18, 4.06], [1.72, 2.45, 3.38], [0.47, 1.35, 5.42], [0.98, 1.79, 6.65], [0.09, 1.83, 7.75], [-1.24, 1.43, 7.57], [-1.71, 1.00, 6.34], [-0.85, 0.97, 5.23], [2.04, 2.07, 6.74], [0.46, 2.18, 8.71], [-1.90, 1.46, 8.43], [-2.74, 0.67, 6.20]],
  "charge": 0,
  "lumo_energy_ev": [-0.04, -0.04],
  "gap_ev": [6.134, 6.675],
  "spin_multiplicity": 6
}



We obtain ΔE to the lowest compared entry with this formula, charge and spin values of 280.40, 107.30, 51.54, 31.72, 115.52, 61.01 kcal/mol for the records listed above, in that order.
We obtain electronic energy values of -58598.3930, -28300.9608, -33063.6058, -8429.8650, -19067.1572, -91740.0727 eV for the records listed above, in that order.